# CH4Na7O5

A structure of composition CH4Na7O5 (ωB97M-V with the def2-TZVPD basis set, OMol25).

```
17
Properties=species:S:1:pos:R:3:forces:R:3:mulliken_charge:R:1
Na 0.2386 2.3435 -2.0527 -0.36 0.94 -0.31 0.973
Na 3.2513 0.8796 0.3325 0.29 1.09 0.36 0.943
Na -1.4960 -0.5410 1.7283 -1.57 0.77 -0.25 0.925
Na 3.0228 -1.2803 -2.3114 0.83 0.05 -0.88 0.996
Na 1.1410 -0.9481 2.7933 0.71 0.58 1.31 0.995
Na -0.2794 -1.3487 -2.9683 -0.97 0.22 -0.49 0.926
Na 0.5316 -3.2146 0.3129 -0.59 -1.11 -0.22 0.967
C 0.5115 -0.1068 -0.2946 -1.30 -0.16 1.04 1.307
O 0.8045 0.4296 0.7779 1.30 0.21 4.20 -0.929
O 1.1571 0.1888 -1.2917 3.37 0.50 -5.06 -1.161
O -0.4571 -0.8965 -0.3842 -1.27 -3.19 0.46 -1.171
O -2.8071 -0.2049 -1.6489 0.87 0.34 -0.23 -0.575
H -2.9884 -0.8667 -2.3163 -1.00 -0.21 -0.33 0.353
H -2.0627 -0.5552 -1.1596 -0.15 -0.13 0.26 0.362
O -0.1754 2.4308 2.8303 0.07 -0.46 -0.40 -0.486
H -0.8056 1.8638 3.2748 -0.54 0.37 0.75 0.312
H 0.4133 1.8268 2.3778 0.32 0.20 -0.22 0.262
```
Forces are in eV/Å.

Total charge   +5
Energy   -1550.8236 a.u.
Energy relative to the best compared isomer or geometry (same formula, charge and spin)   495.5 kJ/mol
E_HOMO   -25.8 eV
Frontier orbital gap   0.244 Ha
Molecular weight   257.0 g mol⁻¹